76
Properties=species:S:1:pos:R:3:forces:R:3 method="wB97M-V/def2-TZVPD" homo_ev=-8.9
C -3.164 3.393 0.433 0.0 -0.1 -0.1
O -4.092 2.589 1.131 0.1 0.1 -0.1
C -3.495 1.823 2.157 0.0 -0.1 0.2
C -2.769 0.586 1.632 0.1 0.2 0.0
C -2.407 -0.424 2.723 0.1 -0.1 -0.1
C -1.182 -0.095 3.620 0.1 -0.1 0.1
C -0.272 1.056 3.175 0.1 0.2 0.0
C 0.839 0.646 2.190 0.1 -0.1 0.0
C 1.221 1.726 1.160 0.0 0.2 0.0
C 1.573 1.220 -0.259 0.1 -0.1 0.0
C 0.799 1.932 -1.397 0.0 0.2 0.2
B -0.344 1.169 -2.138 0.1 0.0 -0.1
C -0.224 -0.333 -2.554 0.0 0.3 0.1
I 1.711 -0.929 -3.072 0.3 -0.1 0.0
C -1.261 -1.169 -2.621 -0.2 0.0 -0.1
C -2.700 -0.756 -2.486 0.0 0.1 0.1
I -1.070 -3.201 -3.035 0.0 -0.2 -0.1
H -2.748 4.182 1.075 0.0 -0.1 0.0
H -2.332 2.801 0.026 -0.1 0.1 0.0
H -3.703 3.853 -0.397 0.1 0.0 0.1
H -2.825 2.455 2.758 -0.1 0.0 0.0
H -4.307 1.504 2.820 0.0 0.0 -0.1
H -3.438 0.113 0.911 0.0 0.0 0.0
H -1.861 0.875 1.084 -0.2 -0.1 0.0
H -2.240 -1.390 2.235 0.0 0.1 0.0
H -3.286 -0.566 3.361 0.1 0.0 0.0
H -1.521 0.089 4.643 0.0 0.1 -0.1
H -0.558 -0.994 3.677 -0.1 0.1 0.1
H 0.185 1.484 4.072 0.0 0.0 -0.1
H -0.856 1.864 2.726 0.0 -0.1 0.1
H 0.558 -0.276 1.663 -0.1 0.1 0.0
H 1.714 0.393 2.798 0.0 -0.2 -0.2
H 2.077 2.290 1.544 -0.1 0.1 0.0
H 0.405 2.458 1.089 0.0 -0.1 0.0
H 1.399 0.140 -0.312 0.0 0.1 0.1
H 2.647 1.346 -0.424 -0.1 0.0 0.0
H 0.453 2.913 -1.051 0.0 -0.1 0.0
H 1.491 2.168 -2.225 -0.1 0.0 0.0
H -1.318 1.757 -2.505 0.0 0.0 0.1
H -2.788 0.246 -2.069 0.0 0.0 0.0
H -3.156 -0.757 -3.481 0.0 -0.1 0.1
H -3.262 -1.450 -1.861 0.1 0.0 0.0
C 3.668 -0.135 8.121 0.0 0.0 0.0
C 2.795 -0.981 7.204 0.0 -0.1 0.0
C 2.933 -0.637 5.719 0.0 0.1 0.0
O 2.323 0.582 5.340 -0.1 0.0 0.1
C 3.104 1.748 5.502 0.1 0.0 -0.1
N 1.412 -0.931 7.676 0.0 0.0 0.0
H 3.260 0.871 8.230 0.0 0.0 0.0
H 3.701 -0.581 9.114 0.0 0.0 0.0
H 4.686 -0.052 7.739 0.0 0.0 0.0
H 3.123 -2.023 7.293 0.0 0.0 0.0
H 2.422 -1.409 5.137 0.0 0.0 0.0
H 3.991 -0.632 5.420 0.0 0.0 0.0
H 4.162 1.542 5.309 0.0 0.0 0.0
H 3.012 2.178 6.503 0.0 0.0 0.0
H 2.749 2.478 4.775 0.0 0.0 0.0
H 0.843 -1.600 7.170 0.0 0.0 0.0
H 1.026 -0.016 7.463 0.0 0.0 0.0
C -0.850 -3.682 -8.148 0.0 0.0 0.0
C -0.443 -2.702 -7.054 0.0 0.0 0.1
C -0.537 -1.230 -7.465 0.0 0.0 0.0
O 0.479 -0.802 -8.354 0.0 0.0 0.0
C 0.209 -0.988 -9.727 -0.1 0.0 0.0
N 0.880 -3.071 -6.550 0.0 0.1 -0.1
H -0.073 -3.765 -8.909 0.0 0.0 0.0
H -0.993 -4.674 -7.720 0.0 0.0 0.0
H -1.777 -3.375 -8.636 0.0 0.0 0.0
H -1.145 -2.816 -6.221 0.0 0.0 0.0
H -0.421 -0.616 -6.569 0.0 0.0 0.0
H -1.524 -1.019 -7.900 0.0 0.0 0.0
H -0.848 -0.800 -9.948 0.0 0.0 0.0
H 0.457 -1.995 -10.072 0.0 0.0 0.0
H 0.816 -0.270 -10.276 0.0 0.0 0.0
H 1.103 -2.516 -5.728 0.0 0.0 0.0
H 1.564 -2.808 -7.254 0.0 0.0 0.0